105
Properties=species:S:1:pos:R:3:lowdin_spin:R:1 method="wB97M-V/def2-TZVPD" charge=+1 multiplicity=2 homo_energy_ev="-8.5 / -9.3" lumo_energy_ha="-0.0738 / -0.0875"
Ir 0.570 -0.322 0.132 0.00
C 1.870 -1.425 -3.777 0.00
C 0.572 -1.914 -3.116 0.00
C 0.782 -2.873 -1.955 0.00
N 1.174 -2.185 -0.718 0.00
C 2.034 -2.823 0.058 0.00
C 2.275 -4.219 -0.045 0.00
C 3.326 -4.991 0.399 0.00
C 4.511 -4.615 1.025 0.00
C 4.806 -3.346 1.475 0.00
C 3.994 -2.219 1.536 0.00
C 2.676 -2.010 1.104 0.00
N 1.939 -0.974 1.492 0.00
C 2.417 -0.074 2.533 0.00
C 1.264 0.544 3.322 0.00
C 0.358 1.511 2.524 0.00
N 0.701 1.474 1.117 0.00
C 1.599 2.319 0.632 0.00
C 2.122 3.412 1.363 0.00
C 2.848 4.516 0.956 0.00
C 3.360 4.850 -0.287 0.00
C 3.394 4.004 -1.380 0.00
C 2.956 2.697 -1.503 0.00
C 2.221 1.875 -0.625 0.00
N 2.057 0.575 -0.867 0.00
C 2.932 -0.077 -1.840 0.00
C 2.439 -0.095 -3.293 0.00
H 1.710 -1.341 -4.854 0.00
H 2.635 -2.199 -3.650 0.00
H -0.045 -2.418 -3.864 0.00
H -0.012 -1.067 -2.757 0.00
H 1.592 -3.552 -2.235 0.00
H -0.099 -3.492 -1.801 0.00
H 1.492 -4.769 -0.550 0.00
H 3.229 -6.050 0.180 0.00
H 5.258 -5.384 1.171 0.00
H 5.799 -3.207 1.887 0.00
H 4.457 -1.355 1.996 0.00
H 3.073 0.699 2.113 0.00
H 3.020 -0.648 3.240 0.00
H 1.675 1.047 4.199 0.00
H 0.663 -0.287 3.687 0.00
H 0.423 2.524 2.912 0.00
H -0.679 1.218 2.628 0.00
H 1.888 3.420 2.417 0.00
H 3.035 5.237 1.745 0.00
H 3.825 5.822 -0.390 0.00
H 3.870 4.400 -2.271 0.00
H 3.172 2.247 -2.461 0.00
H 3.122 -1.090 -1.495 0.00
H 3.892 0.441 -1.783 0.00
H 3.280 0.162 -3.943 0.00
H 1.703 0.697 -3.428 0.00
O -1.626 -3.299 -0.492 0.16
C -2.220 -2.467 -1.031 0.22
C -3.022 -1.598 -1.683 0.06
C -4.254 -2.119 -2.221 0.13
C -5.109 -1.297 -2.887 0.00
C -4.812 0.067 -3.056 0.18
C -3.633 0.577 -2.542 -0.01
C -2.700 -0.195 -1.859 0.18
P -1.221 0.681 -1.230 0.02
C -0.695 1.570 -2.742 0.01
C -0.941 1.042 -4.011 0.00
C -0.503 1.702 -5.147 0.00
C 0.177 2.908 -5.036 0.00
C 0.410 3.451 -3.783 0.00
C -0.025 2.786 -2.645 0.00
C -2.110 1.965 -0.255 0.01
C -2.436 3.236 -0.721 0.00
C -3.220 4.089 0.046 0.00
C -3.708 3.679 1.276 0.00
C -3.427 2.397 1.727 0.00
C -2.640 1.550 0.965 0.00
H -4.481 -3.167 -2.086 0.01
H -6.029 -1.703 -3.287 0.00
H -5.498 0.716 -3.581 0.01
H -3.428 1.631 -2.686 0.00
H -1.485 0.113 -4.119 0.00
H -0.701 1.277 -6.122 0.00
H 0.511 3.427 -5.925 0.00
H 0.931 4.395 -3.682 0.00
H 0.166 3.229 -1.676 0.00
H -2.089 3.578 -1.685 0.00
H -3.455 5.076 -0.330 0.00
H -4.316 4.348 1.871 0.00
H -3.829 2.055 2.673 0.00
H -2.458 0.539 1.302 0.00
O -2.772 -2.377 1.981 0.00
C -1.692 -1.794 2.425 0.00
O -0.987 -1.061 1.747 0.00
C -1.429 -2.061 3.913 0.00
N -2.428 -3.032 4.391 0.00
C -3.210 -2.434 5.496 0.00
C -3.090 -0.940 5.238 0.00
C -1.643 -0.798 4.766 0.00
H -0.410 -2.447 3.982 0.00
H -2.014 -3.917 4.645 0.00
H -3.100 -2.881 2.786 0.00
H -2.778 -2.689 6.467 0.00
H -4.236 -2.794 5.471 0.00
H -3.305 -0.347 6.124 0.00
H -3.783 -0.633 4.450 0.00
H -0.962 -0.817 5.618 0.00
H -1.458 0.115 4.208 0.00

***

13
Properties=species:S:1:pos:R:3:nbo_charge:R:1 method="wB97M-V/def2-TZVPD" homo_energy_ev="-9.1 / -9.1" lumo_energy_ha="-0.0306 / -0.0307"
C 0.113 -0.155 -1.692 -0.66
C 0.320 1.395 0.418 -0.65
C -0.020 0.053 -0.214 0.16
N -0.289 -0.875 0.664 0.31
O -0.529 -2.016 0.403 -0.40
O -0.399 -0.962 2.531 -0.65
H -0.782 0.365 -2.199 0.24
H 1.027 0.325 -2.136 0.24
H -0.124 -1.191 -1.987 0.25
H 1.294 1.273 0.956 0.23
H -0.451 1.449 1.116 0.24
H 0.403 2.233 -0.240 0.22
H -0.561 -1.894 2.380 0.45

***

15
Properties=species:S:1:pos:R:3:nbo_charge:R:1 method="wB97M-V/def2-TZVPD" homo_energy_ev=-8.1 lumo_energy_ha=0.0133 smiles="C[P@H]1=C=CC(Br)=CN1"
C -2.298 0.183 0.682 -0.99
P -0.844 0.310 -0.379 1.21
C 0.337 1.903 -0.446 -0.36
C 1.583 1.413 -0.535 -0.41
C 2.014 0.057 -0.249 -0.14
Br 3.928 -0.158 0.188 0.01
C 1.323 -1.150 -0.178 -0.05
N -0.085 -1.431 -0.279 -0.84
H -2.102 0.708 1.707 0.26
H -2.747 -0.920 0.768 0.26
H -3.113 0.720 0.227 0.25
H -1.705 0.247 -1.419 -0.05
H 2.452 2.173 -0.740 0.24
H 1.772 -2.074 0.200 0.22
H -0.515 -1.982 0.454 0.40

***

47
Properties=species:S:1:pos:R:3:nbo_charge:R:1 method="wB97M-V/def2-TZVPD" homo_energy_ev=-5.5 lumo_energy_ha=0.0219
H 2.687 -1.171 0.418 0.25
N 0.728 -1.648 1.070 -0.40
B -1.319 -2.528 2.343 0.55
N 0.213 -2.414 2.078 -0.30
C 1.214 -3.065 2.686 0.01
Sn -0.576 -0.503 -0.226 1.20
H 0.985 -3.743 3.495 0.23
C 2.403 -2.680 2.079 -0.35
H 3.388 -3.022 2.325 0.23
C 2.069 -1.758 1.085 0.01
H -1.577 -3.242 3.271 -0.02
C -1.660 1.076 -2.859 -0.85
H -1.089 1.628 -3.615 0.20
H -2.255 1.790 -2.278 0.20
H -2.318 0.348 -3.347 0.20
N -1.881 -3.051 0.987 -0.32
N -1.870 -1.077 2.515 -0.31
N -1.643 -2.390 -0.191 -0.42
N -1.592 -0.079 1.617 -0.39
C -2.611 -4.143 0.735 0.01
C -2.702 -0.594 3.448 0.02
H -2.884 -4.780 1.562 0.22
H -3.045 -1.257 4.226 0.23
C -2.870 -4.186 -0.630 -0.35
C -2.957 0.742 3.159 -0.34
C -2.258 -3.066 -1.188 0.00
C -2.228 1.046 2.010 0.01
H -3.439 -4.938 -1.141 0.23
H -3.598 1.401 3.711 0.24
H -2.233 -2.717 -2.208 0.24
H -2.124 1.976 1.471 0.24
H -0.917 0.558 -2.202 0.22
C 3.329 2.449 -2.777 -0.58
C 2.407 3.004 -1.682 -0.19
C 3.251 3.602 -0.553 -0.58
C 1.528 4.111 -2.284 -0.58
C 1.568 1.925 -1.143 0.05
C 0.879 1.019 -0.697 -0.65
H 3.950 3.254 -3.184 0.20
H 2.742 2.018 -3.596 0.21
H 3.986 1.673 -2.371 0.21
H 3.890 4.400 -0.942 0.20
H 2.602 4.023 0.221 0.21
H 3.887 2.835 -0.099 0.21
H 0.890 3.717 -3.083 0.21
H 0.891 4.555 -1.512 0.21
H 2.161 4.900 -2.706 0.20

***

132
Properties=species:S:1:pos:R:3:mulliken_charge:R:1 method="wB97M-V/def2-TZVPD" charge=+2 homo_energy_ev=-14.0 lumo_energy_ha=-0.2119
Sn -0.032 0.628 0.905 0.72
O -0.038 1.518 5.017 -0.56
C 0.008 0.995 3.938 -0.55
N -0.186 1.639 2.715 0.52
C -0.498 2.992 2.681 -0.36
O -0.946 3.660 3.569 -0.56
C -0.198 3.606 1.334 0.48
C -0.294 4.968 1.131 -1.03
C 0.010 5.466 -0.126 -0.80
C 0.388 4.588 -1.136 -0.94
C 0.441 3.238 -0.861 -0.10
N 0.163 2.768 0.358 1.43
C 0.342 -0.467 3.804 0.70
C 0.551 -1.236 4.931 -1.04
C 0.805 -2.590 4.763 -1.17
C 0.847 -3.113 3.480 -1.48
C 0.657 -2.266 2.402 -0.17
N 0.399 -0.969 2.568 0.97
H -0.594 5.598 1.957 0.64
H -0.049 6.528 -0.321 0.50
H 0.631 4.944 -2.127 0.62
H 0.716 2.507 -1.609 0.10
H 0.503 -0.765 5.903 0.67
H 0.966 -3.236 5.616 0.66
H 1.035 -4.164 3.314 0.92
H 0.715 -2.621 1.381 0.49
C 3.500 0.914 3.550 -1.06
C 3.562 1.649 2.223 1.61
C 4.977 1.630 1.666 -1.75
C 3.077 3.080 2.356 -1.67
O 2.639 0.971 1.271 -0.79
Si 3.076 -0.315 0.332 -0.90
S 1.161 -0.681 -0.631 -0.59
O 3.481 -1.538 1.298 0.95
C 4.375 -2.681 1.124 1.63
C 5.813 -2.192 1.064 -1.52
C 4.159 -3.548 2.353 -1.44
C 3.976 -3.418 -0.144 -1.28
O 4.190 -0.078 -0.790 0.94
C 4.354 0.462 -2.125 1.81
C 5.832 0.792 -2.249 -1.78
C 3.949 -0.610 -3.123 -1.57
C 3.497 1.708 -2.282 -1.02
H 4.187 1.381 4.257 0.54
H 3.784 -0.132 3.429 -0.08
H 2.503 0.967 3.985 0.18
H 5.633 2.150 2.364 0.66
H 5.034 2.136 0.702 0.32
H 5.359 0.614 1.551 0.23
H 3.812 3.666 2.908 0.55
H 2.142 3.131 2.914 0.28
H 2.948 3.536 1.373 0.30
H 6.098 -1.726 2.009 0.33
H 5.952 -1.476 0.256 0.08
H 6.481 -3.037 0.892 0.59
H 4.229 -2.943 3.258 0.27
H 4.921 -4.326 2.401 0.50
H 3.181 -4.030 2.327 0.23
H 4.129 -2.792 -1.025 0.03
H 2.925 -3.715 -0.098 0.22
H 4.578 -4.319 -0.265 0.57
H 6.433 -0.099 -2.071 0.35
H 6.121 1.557 -1.526 0.36
H 6.055 1.163 -3.250 0.46
H 4.625 -1.463 -3.069 0.37
H 3.991 -0.208 -4.136 0.49
H 2.928 -0.954 -2.938 0.21
H 3.664 2.399 -1.453 0.20
H 2.441 1.432 -2.318 -0.25
H 3.749 2.221 -3.210 0.70
S -4.740 -3.247 3.714 -0.08
C -3.751 -2.064 2.819 -0.45
C -3.603 -0.764 3.282 -0.88
C -2.715 0.081 2.642 -0.36
N -2.013 -0.301 1.571 1.76
C -2.223 -1.526 1.070 -0.66
C -3.072 -2.434 1.661 -0.63
C -3.340 -4.033 4.510 0.32
C -2.690 -5.108 3.921 -0.08
C -1.569 -5.624 4.558 -0.65
N -1.089 -5.149 5.705 -0.52
C -1.752 -4.148 6.279 -0.53
C -2.876 -3.552 5.725 -0.11
H -4.134 -0.423 4.160 0.56
H -2.555 1.086 3.010 0.49
H -1.666 -1.788 0.177 0.17
H -3.187 -3.424 1.243 0.63
H -3.046 -5.538 2.995 0.47
H -1.035 -6.462 4.123 0.46
H -1.366 -3.799 7.231 0.43
H -3.375 -2.736 6.229 0.46
C -2.189 0.314 -5.806 -1.81
C -1.605 0.788 -4.454 3.13
C -0.490 -0.179 -4.048 -2.30
C -0.963 2.164 -4.668 -2.00
Si -3.071 0.882 -3.239 -2.29
Br -1.927 1.040 -1.053 -0.07
C -4.023 2.528 -3.167 2.70
C -3.191 3.753 -2.765 -1.78
C -4.559 2.758 -4.602 -1.68
C -5.222 2.449 -2.213 -1.95
C -4.066 -0.715 -2.961 2.88
C -3.168 -1.952 -3.084 -1.84
C -5.131 -0.763 -4.083 -1.71
C -4.796 -0.799 -1.614 -1.77
H -1.386 0.294 -6.549 0.56
H -2.963 0.982 -6.190 0.36
H -2.601 -0.693 -5.753 0.36
H 0.304 -0.107 -4.798 0.60
H -0.810 -1.218 -4.017 0.30
H -0.056 0.077 -3.084 0.29
H -0.132 2.052 -5.370 0.63
H -0.561 2.574 -3.737 0.12
H -1.648 2.893 -5.096 0.42
H -2.391 3.979 -3.466 0.33
H -2.762 3.652 -1.767 0.26
H -3.860 4.617 -2.748 0.60
H -3.759 2.902 -5.329 0.31
H -5.167 3.667 -4.607 0.55
H -5.198 1.945 -4.952 0.34
H -4.922 2.222 -1.188 0.26
H -5.963 1.717 -2.531 0.38
H -5.719 3.423 -2.204 0.63
H -2.737 -2.067 -4.077 0.38
H -3.776 -2.841 -2.894 0.64
H -2.353 -1.941 -2.356 0.17
H -4.701 -0.712 -5.084 0.34
H -5.868 0.033 -3.983 0.34
H -5.670 -1.712 -4.014 0.56
H -4.112 -0.740 -0.767 0.23
H -5.299 -1.769 -1.567 0.61
H -5.558 -0.036 -1.488 0.28

***

11
Properties=species:S:1:pos:R:3:nbo_charge:R:1 method="wB97M-V/def2-TZVPD" homo_energy_ev=-8.8 lumo_energy_ha=0.0240 smiles=c1noc2cocc12
C 1.716 -0.283 -0.317 -0.01
N 2.071 0.042 0.906 -0.08
O 0.982 0.511 1.594 -0.29
C -0.105 0.407 0.736 0.19
C -1.419 0.607 0.766 0.00
O -1.907 0.017 -0.432 -0.38
C -0.856 -0.412 -1.125 0.16
C 0.294 -0.082 -0.485 -0.25
H 2.479 -0.635 -1.085 0.23
H -2.334 0.789 1.441 0.24
H -0.922 -0.960 -2.000 0.20

***

Values of M, in order: 943.1, 89.1, 192.0, 428.9, 1092.0, 109.1, all in g/mol.